A single C7H7NO2S molecule, computed with the ωB97M-V functional and the def2-TZVPD basis.

Cartesian coordinates (Å):
C: 0.2986 1.9418 0.4432
C: -0.7470 1.6123 -0.4032
C: 1.0092 0.9416 1.0850
C: -1.0726 0.2866 -0.6212
C: 0.6906 -0.3873 0.8700
C: -0.3453 -0.7222 0.0045
C: -0.6978 -2.1394 -0.2619
N: -1.5111 -2.7366 1.0200
O: -2.6555 -3.0053 0.8066
O: -0.9010 -2.8193 2.0422
S: 0.7101 -3.2743 -0.4845
H: 0.5593 2.9764 0.6034
H: -1.3102 2.3886 -0.8989
H: 1.8188 1.1927 1.7524
H: -1.8893 0.0294 -1.2797
H: 1.2424 -1.1672 1.3726
H: -1.4078 -2.2566 -1.0812
H: 1.5337 -2.3604 -1.0010

Results
E_HOMO = -0.354 hartree
energy above the lowest of the compared OMol25 structures with the same formula, charge and spin = 30.16 kcal per mole
molecular weight = 169.2 u
2S+1 = 1
orbital gap = 10.0 eV
SMILES = O=[N+]([O-])[C@H](S)c1ccccc1